ORCA calculation (wB97M-V/def2-TZVPD) on a cluster of 2 separate species, C10H17ClN2 in total at a distorted geometry.

E in eV: -26144.160
ΔE to the lowest compared entry with this formula, charge and spin in kcal/mol: 48.7

Last columns: bonded neighbours and bond lengths (Å).
Atoms and positions in Å:
1 C -0.77 2.00 -0.06  C16 1.488, N18 1.357, C22 1.327
2 H 1.14 1.05 -3.14  C7 1.047
3 H -0.36 0.94 -3.92  C7 1.010
4 H -2.34 0.29 -2.01  N21 0.923
5 C 0.45 -0.90 -3.10  C7 1.523, H14 1.090, H26 1.087, H30 1.045
6 Cl -0.91 -2.82 -0.65  C17 1.673
7 C 0.19 0.60 -3.15  H2 1.047, H3 1.010, C5 1.523, C24 1.436
8 C -0.41 -0.82 2.98  C10 1.588, H13 1.131, H27 1.099, H29 1.139
9 H 1.33 -2.29 0.40  C11 1.034
10 C -0.24 -1.85 1.79  C8 1.588, C11 1.560, C17 1.467, H25 1.174
11 C 1.21 -1.68 1.23  H9 1.034, C10 1.560, H20 1.065, H23 1.023
12 H -0.26 3.71 0.76  C16 1.018
13 H -1.47 -0.95 3.36  C8 1.131
14 H 0.75 -1.22 -2.10  C5 1.090
15 H -2.80 1.18 0.18  C22 1.072
16 C -0.36 2.77 1.14  C1 1.488, H12 1.018, H19 1.043, H28 1.060
17 C -1.25 -1.93 0.73  Cl6 1.673, C10 1.467
18 N 0.17 1.78 -1.03  C1 1.357, C24 1.330
19 H -1.15 2.62 1.79  C16 1.043
20 H 1.91 -1.97 1.98  C11 1.065
21 N -1.71 0.81 -1.58  H4 0.923, C22 1.345, C24 1.339
22 C -1.89 1.35 -0.36  C1 1.327, H15 1.072, N21 1.345
23 H 1.25 -0.69 1.00  C11 1.023
24 C -0.45 1.04 -1.94  C7 1.436, N18 1.330, N21 1.339
25 H -0.31 -2.95 2.21  C10 1.174
26 H -0.41 -1.51 -3.37  C5 1.087
27 H 0.33 -1.11 3.75  C8 1.099
28 H 0.56 2.30 1.41  C16 1.060
29 H -0.23 0.26 2.70  C8 1.139
30 H 1.17 -1.32 -3.73  C5 1.045